Entry 1:
ORCA calculation (the ωB97M-V functional and the def2-TZVPD basis) on a molecular structure, C14H23BrCaIN6O6P2.

The geometry in XYZ format:
```
54
Properties=species:S:1:pos:R:3
I -2.3619 1.6446 1.4575
Br -3.2160 3.0843 -1.6551
Ca 0.3604 -0.2614 1.2572
P -0.6348 -2.2056 3.8999
P -0.3184 -3.2864 0.9626
O 0.2472 -1.1632 3.2726
O -2.1180 -1.5984 3.9159
O -0.3183 -4.5235 0.1640
O -1.0636 -2.0326 0.5943
O -0.2787 -2.8765 5.1760
O 1.2601 -2.7697 1.1169
N 3.4118 2.8362 -0.5838
N 0.6667 0.7649 -4.0217
N 3.4893 2.3087 -3.0192
N 0.2925 -4.6028 3.2697
N 0.2892 -0.4256 -1.4253
N 1.6426 1.4808 0.4466
C -0.7243 0.6343 -3.4462
C -0.7396 -3.6446 2.7086
C 1.5398 -0.3812 -3.5931
C -0.4270 3.9393 1.3332
C -0.1279 5.5358 -0.4334
C -0.6259 0.5894 -1.9270
C 3.4646 2.5733 -1.8886
C -1.4454 3.3272 0.6128
C -2.0977 -4.3367 2.7779
C -1.1538 4.9410 -1.1488
C 0.2327 5.0384 0.8095
C 2.5099 2.0910 -0.0445
C 1.5931 -0.3740 -2.0797
C -1.8152 3.8364 -0.6267
H -2.6107 -1.8739 4.7000
H 1.0984 1.6382 -3.6956
H -0.2795 1.5664 -1.5680
H 0.1377 -5.5565 2.9422
H 0.6282 0.8183 -5.0391
H -1.3122 1.4886 -3.7776
H 2.5279 -0.2334 -4.0257
H -2.3591 -4.5758 3.8109
H -2.8614 -3.6737 2.3771
H -0.1216 -1.3546 -1.4570
H 0.2171 -4.5019 4.3037
H -0.1455 3.5517 2.3024
H 2.1026 0.5321 -1.7697
H 1.2344 -4.3086 3.0043
H -1.1428 -0.2825 -3.8611
H 1.0854 -1.2864 -3.9970
H 0.3826 6.3950 -0.8465
H 1.8188 -3.2918 0.5259
H -1.4589 5.3371 -2.1075
H 2.2081 -1.2096 -1.7456
H -1.6201 0.4292 -1.5116
H 1.0321 5.4993 1.3732
H -2.0951 -5.2507 2.1807
```

The value obtained for the HOMO-LUMO gap is 9.05 eV. As for the net charge: +1. For the HOMO energy, the calculation gives -11.609 eV.

Entry 2:
ORCA calculation (the ωB97M-V functional and the def2-TZVPD basis) on 2 unconnected molecules or ions with the total composition C2HClN2O2 in a non-equilibrium geometry.

The geometry in XYZ format:
```
8
Properties=species:S:1:pos:R:3
Cl 0.9412 -2.1755 -0.3732
O 1.9604 1.7082 -1.1012
O 2.0851 1.3847 1.1512
N -2.3392 -0.3754 0.4010
N -1.2976 -0.8545 0.0647
C 1.9490 1.5436 0.0287
C -0.1229 -0.9712 -0.0689
H -3.1759 -0.2600 -0.1024
```

The value obtained for the HOMO-LUMO gap is 8.86 eV. For the HOMO energy, the calculation gives -8.928 eV.

Entry 3:
ORCA calculation (the ωB97M-V functional and the def2-TZVPD basis) on a single C8H15N molecule in a non-equilibrium geometry.

The geometry in XYZ format:
```
24
Properties=species:S:1:pos:R:3
N 1.3942 -0.1359 1.3949
C -2.0133 0.9633 0.5758
C -1.9238 -1.3907 -0.3423
C -1.1300 -0.1754 0.1003
C 0.1469 0.2181 -0.5664
C 0.4177 1.7217 -0.3980
C 0.1147 -0.5786 0.7687
C 2.3227 -0.3647 0.2190
C 1.4170 -0.4082 -1.0740
H -2.5184 1.3878 -0.2832
H 0.3967 2.1248 0.5968
H 1.6776 -0.7044 2.1906
H -2.6574 -1.1356 -1.1133
H -2.7689 0.5248 1.2402
H 3.0966 0.4078 0.1632
H 1.2715 -1.4351 -1.3739
H -2.5217 -1.8304 0.4910
H 0.1721 -1.6717 0.5651
H 1.3826 1.9901 -0.8226
H -1.2817 -2.1826 -0.7534
H -1.4780 1.7657 1.1048
H -0.2950 2.1880 -1.0757
H 1.9244 0.0443 -1.9121
H 2.8536 -1.3230 0.3043
```

The value obtained for the HOMO-LUMO gap is 9.12 eV. The SMILES is CC1(C)[C@@H]2NCC[C@]21C. For the HOMO energy, the calculation gives -8.159 eV.

Entry 4:
ORCA calculation (the ωB97M-V functional and the def2-TZVPD basis) on a molecular structure, C26H33O5Pr in a non-equilibrium geometry.

The geometry in XYZ format:
```
65
Properties=species:S:1:pos:R:3
Pr 0.7216 -0.9044 0.1739
O -3.7363 3.4066 0.2508
O 0.7511 -3.3276 3.5391
O 1.5646 -2.1547 1.7942
O -0.7598 1.2978 -0.4671
O 3.0830 -4.0258 0.5300
C 3.5110 -0.7573 0.0629
C -0.9597 -2.9684 -0.8223
C -0.3132 3.5020 -1.4416
C -4.7176 3.4721 1.2830
C -5.8837 4.3857 0.8647
C 3.1436 0.2950 0.9460
C -2.2242 1.2116 -0.3850
C 0.3429 -1.8630 -2.3625
C 1.1533 -2.8343 -1.7199
C 3.1020 -0.4007 -1.2489
C 2.4658 0.8678 -1.1798
C 3.4507 -4.0932 4.1559
C 1.6521 -3.0396 2.7537
C -0.9612 -1.9456 -1.8073
C 0.3529 -3.5059 -0.7641
C -0.4715 1.4590 -2.9659
C 3.6168 -4.2854 1.7597
C -5.3997 5.1137 -0.4013
C 4.5929 -4.8835 4.2884
C 4.7541 -5.1066 1.8822
C 2.9693 -3.7511 2.8851
C 5.2350 -5.3968 3.1548
C 2.4739 1.2950 0.1814
C -4.1785 4.3138 -0.8249
C -0.8759 2.1187 -1.6810
C -2.3932 2.1032 -1.6143
H -0.6458 2.1897 -3.7697
H -3.3498 4.9836 -1.0980
H -5.0646 2.4573 1.4975
H -2.5388 1.6192 0.5724
H -4.2300 3.8497 2.1856
H -1.8247 -3.3253 -0.2584
H 3.2790 -0.9793 -2.1570
H 0.7839 3.5089 -1.4200
H 2.9002 -3.7375 5.0256
H -2.6500 3.1294 -1.4430
H 2.0813 2.2368 0.5524
H -2.9175 1.7014 -2.4836
H 2.1396 1.4612 -2.0270
H -6.1537 5.0942 1.6484
H -2.6238 0.1963 -0.5305
H -1.8445 -1.3897 -2.1458
H -1.1077 0.5853 -3.1455
H -5.0727 6.1339 -0.1894
H 0.6637 -4.3597 -0.1536
H 3.3673 0.3417 2.0095
H -6.7403 3.7468 0.6235
H -0.6562 4.1538 -2.2625
H 3.6082 -4.4875 -0.1486
H 6.1197 -6.0278 3.2601
H -0.6906 3.8973 -0.4874
H 4.9727 -5.1137 5.2858
H -4.4484 3.7245 -1.7151
H -6.1547 5.1030 -1.1877
H 5.2284 -5.5111 0.9869
H 0.5777 1.1571 -3.0044
H 0.6535 -1.2187 -3.1935
H 2.1902 -3.0741 -1.9729
H 4.0867 -1.6449 0.3259
```

The value obtained for the HOMO-LUMO gap (alpha / beta) is 7.95 / 8.01 eV. As for the multiplicity: 3. For the HOMO energy (alpha / beta), the calculation gives -7.777 / -7.830 eV.

Entry 5:
ORCA calculation (the ωB97M-V functional and the def2-TZVPD basis) on 2 unconnected molecules or ions with the total composition C3H9N3O2 in a non-equilibrium geometry.

The geometry in XYZ format:
```
17
Properties=species:S:1:pos:R:3
O -0.4795 1.2695 -1.7268
O 1.7003 0.7200 2.0225
N 1.4924 -0.1314 -0.4783
N -0.4374 -1.7602 0.0645
N -2.0972 -0.3204 -1.4857
C -0.9053 0.2357 -1.2267
C 0.4955 1.0671 2.0021
C -0.1148 -0.5199 -0.1564
H -0.1617 0.2702 0.8159
H 1.9633 -0.9162 -0.9153
H 1.9228 0.1519 0.4501
H -2.2860 -1.2229 -1.0720
H 0.1985 2.0446 1.5843
H 1.4555 0.6752 -1.1068
H -0.2275 0.6189 2.7049
H 0.1417 -2.2180 0.7633
H -2.6606 0.0357 -2.2397
```

The value obtained for the HOMO-LUMO gap (alpha / beta) is 8.28 / 8.28 eV. For the HOMO energy (alpha / beta), the calculation gives -8.034 / -8.033 eV.

Record-wise relative energy (zero: lowest compared OMol25 entry of this formula, charge and spin) values, in kJ/mol: 20.0; 260.9; 344.0; 0.0; 407.9
Record-wise energy values, in eV: -151280.226; -21684.661; -10025.810; -51803.159; -11819.832